Record 1
This record from the OMol25 dataset describes C10H8Br4O as an isolated structure. The level of theory is the ωB97M-V functional and the def2-TZVPD basis.

Properties
- molar mass (g mol⁻¹) = 463.79
- E_LUMO (eV) = -0.067
- HOMO energy (eV) = -8.9882
- strongest force on any atom (hartree/bohr) = 0.085
- energy (Eh) = -10757.05183

Geometry (Å):
Br: 2.0792 -3.9250 -0.5161
Br: 3.0927 -1.3801 -2.3892
Br: -0.1653 -3.4381 1.9843
Br: 1.0212 0.9976 -2.7832
O: -1.3446 -0.6844 1.7972
C: 1.6709 0.7641 2.8318
C: 0.4332 0.2547 3.2694
C: 1.2857 -2.2165 -0.2219
C: 1.5932 -1.1333 -1.1319
C: 0.2280 -2.0625 0.7452
C: 0.6962 -0.0886 -1.2053
C: -0.4072 -0.8333 0.8281
C: -0.2612 0.1621 -0.2256
C: -0.9986 0.3951 2.8085
C: -1.1596 1.4280 -0.3933
H: 1.7476 1.5017 1.9628
H: 2.5919 0.4922 3.3952
H: 0.4236 -0.2958 4.2269
H: -1.3177 1.3417 2.4498
H: -1.5942 0.3300 3.7654
H: -1.9772 1.3610 0.4297
H: -0.5197 2.3749 -0.2273
H: -1.7198 1.4710 -1.2727

---

Record 2
This record from the OMol25 dataset describes C24H28BN10S6SbTc as an isolated structure. The level of theory is the ωB97M-V functional and the def2-TZVPD basis.

Properties
- molar mass (g mol⁻¹) = 879.53
- 2S+1 = 2
- E_LUMO (spin up / spin down) (eV) = -14.053 / -14.236
- HOMO energy (spin up / spin down) (eV) = -17.8545 / -17.8541
- strongest force on any atom (hartree/bohr) = 0.040
- energy (Eh) = -4212.52044
- net charge = +4

Geometry (Å):
Tc: -0.1727 -0.1935 -0.3311
C: 2.9034 0.2812 1.4571
C: 1.6865 -0.6218 1.6350
C: 1.3062 -1.2182 4.0813
C: -0.0833 -0.7179 3.8063
N: -0.4230 -0.1295 2.7175
N: 0.4520 0.1581 1.7013
B: -1.9586 0.3035 2.3653
N: -1.8350 1.5791 1.4925
C: -2.1732 2.8671 1.7159
C: -1.5298 3.6765 0.8125
C: -0.7692 2.8155 0.0213
C: 0.2499 3.1811 -1.0058
N: -1.0128 1.5465 0.4019
N: -2.4551 -0.8654 1.4947
C: -3.5528 -1.6297 1.6042
C: -3.5830 -2.5276 0.5602
C: -2.4566 -2.2672 -0.2002
C: -2.0372 -2.9917 -1.4377
N: -1.7640 -1.2412 0.3664
N: -2.7037 0.4765 3.6676
C: -2.7379 1.5598 4.5606
C: -3.3411 1.1466 5.6884
C: -3.6544 -0.2370 5.4569
C: -4.3233 -1.1841 6.3781
N: -3.2329 -0.6270 4.2362
H: 3.0661 0.9045 2.3363
H: 3.8033 -0.3133 1.2762
H: 2.7254 0.9262 0.5921
H: 1.2246 -2.1010 4.7155
H: -0.8573 -0.8384 4.5568
H: -2.8792 3.1397 2.4822
H: -1.5773 4.7540 0.7499
H: -0.1085 3.9883 -1.6434
H: 1.1468 3.5506 -0.5031
H: 0.5485 2.3424 -1.6376
H: -4.2276 -1.5105 2.4355
H: -4.3304 -3.2851 0.3779
H: -2.8524 -3.6325 -1.7690
H: -1.7916 -2.3120 -2.2527
H: -1.1682 -3.6288 -1.2501
H: -2.2978 2.5177 4.3405
H: -3.5619 1.7287 6.5727
H: -4.9056 -0.6556 7.1300
H: -4.9581 -1.8844 5.8339
H: -3.5731 -1.7826 6.9121
C: 2.1278 -0.1451 4.8461
C: 1.8969 -1.5823 2.7511
N: 1.3192 -1.2800 0.4118
C: 1.9511 -2.3754 -0.0338
C: 2.7716 -3.1071 0.7734
S: 2.6636 -2.9753 2.4710
C: 1.6033 -2.6530 -1.4122
C: 2.0465 -3.6381 -2.2134
S: 1.4798 -3.3849 -3.7862
C: 0.6513 -1.9793 -3.3055
N: 0.7681 -1.7019 -2.0128
C: -0.0586 -1.2068 -4.3713
H: 2.1070 0.8199 4.3397
H: 3.1619 -0.4747 4.9575
H: 1.7028 -0.0202 5.8425
H: 3.3538 -3.9505 0.4251
H: 2.6934 -4.4696 -1.9625
H: 0.3331 -1.4759 -5.3521
H: 0.1051 -0.1425 -4.2356
H: -1.1310 -1.4172 -4.3815
S: -4.4202 1.5845 -2.9379
Sb: -3.0460 3.0703 -4.5792
S: -3.1538 1.4165 -1.4632
S: -1.6607 0.4061 -2.2210
S: -1.0896 2.4574 -3.7859

---

Record 3
This record from the OMol25 dataset describes C19H33INO11PS2 as an isolated structure. The level of theory is the ωB97M-V functional and the def2-TZVPD basis.

Properties
- molar mass (g mol⁻¹) = 673.48
- E_LUMO (eV) = -0.501
- HOMO energy (eV) = -8.1326
- strongest force on any atom (hartree/bohr) = 0.060
- energy (Eh) = -3061.54685

Geometry (Å):
C: -1.2192 -2.2122 3.0054
C: -0.3078 -1.8638 2.0496
C: -0.7272 -1.7765 0.5739
C: -0.9440 -3.2788 0.1624
C: -2.3524 -3.6008 -0.3574
C: -2.6834 -3.0319 -1.7428
C: -4.1039 -3.3982 -2.0888
O: -4.3972 -4.0818 -3.0425
O: -5.0595 -2.9396 -1.2046
O: -2.0539 -1.1829 0.5576
S: -2.1933 0.3493 0.9175
O: -1.9165 0.7247 2.2692
O: -3.5098 0.7297 0.5053
C: -1.0699 1.1451 -0.3197
C: -1.1615 2.6565 -0.2285
C: -1.0857 3.3425 1.1424
N: -2.4352 3.8399 1.5069
O: -1.6213 0.6120 -1.5013
C: -1.5134 1.3177 -2.7242
C: -2.8568 1.9512 -3.1286
C: 0.3481 0.5087 -0.1410
S: 1.1106 0.9609 1.4619
I: 1.8171 1.4044 -1.5456
C: 0.3350 -1.0584 -0.2895
C: 0.4086 -1.5137 -1.7575
P: 2.0335 -2.1481 -2.3323
O: 1.9239 -3.5970 -2.5433
O: 3.2364 -1.8656 -1.3262
O: 2.4115 -1.4555 -3.7368
H: -1.4553 -1.5273 3.8115
H: -1.6955 -3.1885 2.9631
H: 0.7242 -1.6928 2.3320
H: -0.8072 -3.9276 1.0228
H: -0.2092 -3.6136 -0.5682
H: -2.3681 -4.6898 -0.4670
H: -3.1218 -3.3933 0.3786
H: -2.0407 -3.4810 -2.4956
H: -2.5717 -1.9467 -1.7663
H: -5.5886 -2.2896 -1.6787
H: -2.1236 2.9407 -0.6475
H: -0.4325 3.1138 -0.8949
H: -0.4573 4.2289 1.0867
H: -0.7176 2.7390 1.9656
H: -2.3594 4.6685 2.0803
H: -2.8984 3.1312 2.0632
H: -0.7241 2.0583 -2.8110
H: -1.3026 0.5782 -3.4989
H: -3.4473 2.2364 -2.2633
H: -3.4324 1.1722 -3.6307
H: -2.7276 2.7465 -3.8575
H: 2.0451 0.0079 1.6052
H: 1.2793 -1.3572 0.1636
H: 0.1150 -0.7334 -2.4559
H: -0.2603 -2.3282 -2.0025
H: 3.1556 -1.0579 -0.7975
H: 1.6463 -1.0207 -4.1246
O: 4.1672 0.0923 1.2543
C: 4.5226 1.0355 1.9035
O: 3.9921 1.3217 3.1081
C: 4.5259 2.5662 3.6005
C: 5.8428 2.7512 2.8597
C: 5.5474 2.0798 1.5196
H: 3.8083 3.3590 3.3811
H: 4.6545 2.4977 4.6775
H: 6.1467 3.7925 2.7789
H: 6.6370 2.2088 3.3741
H: 5.0920 2.7685 0.8058
H: 6.4264 1.6149 1.0829

---

Record 4
This record from the OMol25 dataset describes C42H53CeN7OSSbSi as an isolated structure. The level of theory is the ωB97M-V functional and the def2-TZVPD basis.

Properties
- molar mass (g mol⁻¹) = 993.96
- 2S+1 = 2
- E_LUMO (spin up / spin down) (eV) = 4.382 / 4.382
- HOMO energy (spin up / spin down) (eV) = -1.9682 / -1.9861
- strongest force on any atom (hartree/bohr) = 0.052
- relative energy (zero: lowest compared OMol25 entry of this formula, charge and spin) (kJ/mol) = 291.6
- energy (Eh) = -3493.76929
- net charge = -2

Geometry (Å):
Ce: -15.4650 -9.9596 10.1822
N: -16.3757 -14.8589 11.3580
C: -16.4937 -13.5315 11.0738
S: -15.6630 -12.8868 9.6671
N: -17.2850 -12.8848 11.9067
N: -17.4179 -11.5048 11.6815
C: -18.3858 -11.0498 12.4180
C: -19.0245 -9.7528 12.5490
C: -20.3805 -9.9548 12.9858
C: -21.1784 -8.8698 13.2972
C: -20.6994 -7.5780 13.2194
C: -19.4118 -7.3848 12.7390
C: -18.5195 -8.4193 12.4574
O: -16.1865 -9.0455 12.3473
H: -15.5561 -15.3465 10.9508
H: -16.6420 -15.1662 12.2548
H: -18.8822 -11.8286 12.9471
H: -20.8273 -10.9443 13.0581
H: -22.1552 -9.1030 13.5773
H: -21.2945 -6.6782 13.3888
H: -19.0631 -6.4056 12.6747
C: -18.4682 -7.5292 8.5216
C: -17.7840 -7.1529 9.7848
C: -17.7985 -5.8915 10.2668
C: -17.1020 -5.6383 11.4921
C: -16.6875 -6.6783 12.2244
C: -17.1425 -8.0646 11.8814
N: -17.2161 -8.1940 10.4487
N: -15.0231 -8.6126 13.1584
Si: -15.4856 -8.9139 14.8155
C: -16.9169 -7.8711 15.5098
C: -13.9815 -8.5982 15.9969
C: -16.1360 -10.6602 15.1029
H: -19.3692 -8.0663 8.8016
H: -17.8914 -8.2799 7.9761
H: -18.8259 -6.6543 7.9249
H: -18.2427 -5.0690 9.6831
H: -16.8213 -4.6231 11.7266
H: -16.0675 -6.5171 13.1198
H: -16.8955 -6.8258 15.2472
H: -16.9412 -7.8975 16.6086
H: -17.8471 -8.2879 15.0862
H: -14.0717 -7.5832 16.3654
H: -13.0159 -8.6618 15.4572
H: -14.0257 -9.3555 16.8166
H: -16.5244 -10.8995 16.0979
H: -15.2989 -11.2949 14.8364
H: -16.9000 -10.8980 14.4108
C: -14.7018 -6.8264 8.8878
N: -13.8571 -7.8529 9.4979
C: -13.2189 -7.3826 10.7222
C: -12.8842 -8.3138 8.5398
C: -12.1518 -9.5521 8.9814
C: -10.8272 -9.7023 8.5031
C: -10.1395 -10.9338 8.6011
C: -10.8282 -11.9574 9.2215
C: -12.1116 -11.7234 9.7650
C: -12.8375 -10.5108 9.6744
H: -14.0630 -6.1093 8.3318
H: -15.2912 -6.3153 9.6379
H: -15.3929 -7.3280 8.1710
H: -12.6679 -6.4595 10.4898
H: -12.5509 -8.1737 11.0899
H: -13.9695 -7.2369 11.5378
H: -12.1586 -7.4893 8.2940
H: -13.4427 -8.6147 7.6414
H: -10.4205 -8.8549 8.0395
H: -9.1217 -10.9832 8.1689
H: -10.3285 -12.9052 9.2548
H: -12.6536 -12.5186 10.3318
C: -12.0217 -11.1672 15.5392
Sb: -12.3943 -10.9935 13.3893
C: -10.4122 -11.8476 13.0977
C: -11.4797 -9.0702 13.2601
H: -11.4905 -10.2497 15.8673
H: -11.3657 -12.0177 15.8121
H: -12.9320 -11.2828 16.1481
H: -9.6886 -11.2543 13.6266
H: -10.2642 -11.9417 11.9989
H: -10.4102 -12.8547 13.5422
H: -11.0523 -8.9999 12.2624
H: -10.7291 -8.9558 14.0517
H: -12.2053 -8.2334 13.3640
N: -15.7162 -9.9188 7.7966
C: -16.0513 -10.3961 6.6940
C: -17.4614 -10.2581 6.2291
C: -17.8496 -9.0855 5.5407
C: -19.2224 -8.9157 5.2845
C: -20.1631 -9.8611 5.7089
C: -19.6848 -11.0420 6.3138
C: -18.3436 -11.2245 6.6484
C: -15.0725 -11.1468 5.7602
C: -15.4711 -11.8384 4.6155
C: -14.5778 -12.6022 3.9035
C: -13.2745 -12.7118 4.3161
C: -12.8680 -11.9689 5.4284
C: -13.7661 -11.2121 6.1509
H: -17.1391 -8.2757 5.3236
H: -19.5643 -8.0428 4.7911
H: -21.1727 -9.6842 5.4769
H: -20.4253 -11.7498 6.6857
H: -18.0214 -12.0874 7.2541
H: -16.5382 -11.8329 4.2839
H: -14.9244 -13.1705 3.0481
H: -12.6161 -13.4021 3.8343
H: -11.8347 -11.9818 5.7528
H: -13.4823 -10.7144 7.0558